Entry 1:
{"formula": "C5H8N2", "method": "ωB97M-V/def2-TZVPD", "elements": ["C", "C", "C", "N", "N", "C", "C", "H", "H", "H", "H", "H", "H", "H", "H"], "coordinates": [[-1.89, 1.13, -0.49], [-0.88, 0.72, 0.58], [-1.10, -0.65, 0.77], [-0.03, -1.39, 0.57], [0.95, -0.49, 0.38], [2.20, -0.95, -0.17], [0.50, 0.79, 0.42], [-1.89, 0.32, -1.26], [-1.57, 2.02, -1.00], [-2.92, 1.20, -0.14], [-2.08, -1.07, 0.93], [2.03, -1.28, -1.21], [2.54, -1.80, 0.41], [2.92, -0.14, -0.16], [1.23, 1.60, 0.37]], "mulliken_charge": [-1.18, 0.36, -0.47, -0.90, 0.64, -0.76, -0.36, 0.37, 0.32, 0.28, 0.45, 0.30, 0.26, 0.29, 0.40], "e_tot_ev": -8292.8072, "relative_energy_kj_mol": 211.2, "homo_lumo_gap_ev": 9.238, "smiles": "Cc1cnn(C)c1", "e_homo_ha": -0.307}

Entry 2:
{"formula": "C50H45ClN11O2S2Zr", "method": "ωB97M-V/def2-TZVPD", "elements": ["Zr", "Cl", "C", "C", "C", "C", "O", "C", "C", "N", "C", "C", "C", "C", "C", "C", "C", "C", "N", "C", "C", "H", "H", "H", "H", "H", "H", "H", "H", "H", "H", "C", "N", "C", "C", "N", "C", "S", "C", "C", "C", "C", "C", "N", "H", "H", "H", "H", "H", "H", "H", "H", "H", "C", "O", "C", "C", "C", "C", "C", "C", "C", "N", "C", "C", "N", "C", "C", "C", "C", "N", "C", "C", "N", "C", "C", "C", "C", "H", "H", "H", "H", "H", "H", "H", "H", "H", "H", "H", "H", "H", "H", "C", "C", "N", "C", "S", "N", "C", "C", "H", "H", "H", "H", "H", "H", "H", "H", "H", "H", "H", "H"], "coordinates": [[-0.33, -0.95, -0.28], [-1.05, -7.73, 1.68], [-0.88, -6.25, 0.82], [0.04, -6.17, -0.23], [0.21, -5.00, -0.94], [-0.52, -3.87, -0.59], [-0.33, -2.71, -1.24], [-1.49, -3.95, 0.44], [-2.46, -2.92, 0.66], [-2.40, -1.72, 0.16], [-3.50, -0.83, 0.26], [-4.77, -1.16, 0.65], [-5.78, -0.18, 0.69], [-5.51, 1.10, 0.31], [-4.21, 1.47, -0.11], [-3.89, 2.77, -0.55], [-2.61, 3.05, -0.95], [-1.65, 2.03, -0.89], [-1.91, 0.79, -0.51], [-3.19, 0.50, -0.12], [-1.66, -5.17, 1.13], [0.62, -7.05, -0.49], [0.91, -4.95, -1.76], [-3.31, -3.19, 1.27], [-5.03, -2.18, 0.90], [-6.78, -0.47, 0.99], [-6.29, 1.85, 0.31], [-4.66, 3.54, -0.57], [-2.31, 4.03, -1.28], [-0.63, 2.24, -1.19], [-2.42, -5.25, 1.90], [4.57, 0.49, -0.57], [3.73, 0.02, -1.67], [4.20, -0.62, -2.80], [3.13, -0.88, -3.58], [2.01, -0.37, -2.93], [2.40, 0.18, -1.75], [1.46, 0.99, -0.57], [0.72, -0.32, -3.52], [0.62, -0.14, -4.89], [-0.64, -0.18, -5.47], [-1.75, -0.38, -4.66], [-1.55, -0.51, -3.30], [-0.34, -0.49, -2.73], [5.48, -0.11, -0.57], [4.04, 0.37, 0.37], [4.82, 1.54, -0.72], [5.24, -0.84, -2.93], [3.06, -1.38, -4.53], [1.50, 0.05, -5.49], [-0.75, -0.04, -6.54], [-2.75, -0.42, -5.07], [-2.39, -0.65, -2.64], [6.98, -5.29, 10.88], [5.89, -4.37, 10.83], [5.34, -4.11, 9.64], [4.28, -3.19, 9.66], [3.64, -2.85, 8.49], [4.05, -3.40, 7.27], [5.10, -4.32, 7.26], [5.75, -4.67, 8.43], [3.35, -3.01, 6.06], [2.21, -2.35, 6.00], [1.95, -2.19, 4.68], [2.94, -2.76, 3.90], [3.83, -3.28, 4.80], [2.90, -2.74, 2.48], [3.84, -3.30, 1.61], [3.65, -3.23, 0.25], [2.52, -2.59, -0.24], [1.62, -2.02, 0.55], [1.79, -2.09, 1.89], [0.75, -1.49, 2.70], [-0.29, -0.90, 2.05], [-1.24, -0.33, 2.78], [-1.24, -0.34, 4.17], [-0.21, -0.95, 4.84], [0.82, -1.54, 4.09], [7.27, -5.35, 11.93], [7.83, -4.93, 10.29], [6.68, -6.28, 10.54], [3.98, -2.77, 10.61], [2.82, -2.14, 8.51], [5.42, -4.80, 6.34], [6.56, -5.39, 8.39], [4.72, -3.73, 4.61], [4.71, -3.81, 2.01], [4.35, -3.68, -0.44], [2.32, -2.55, -1.31], [-2.04, 0.17, 2.24], [-2.05, 0.15, 4.70], [-0.16, -0.98, 5.92], [-3.64, 5.60, 4.48], [-3.10, 5.43, 3.07], [-2.19, 4.29, 2.93], [-0.92, 4.27, 2.50], [-0.25, 2.82, 1.91], [-0.17, 5.37, 2.54], [-0.25, 6.51, 3.46], [1.13, 6.87, 3.97], [-4.33, 6.44, 4.53], [-2.84, 5.77, 5.20], [-4.18, 4.71, 4.80], [-2.59, 6.33, 2.73], [-3.93, 5.28, 2.38], [-2.62, 3.38, 2.95], [0.74, 5.22, 2.12], [-0.90, 6.23, 4.29], [-0.70, 7.37, 2.96], [1.59, 6.03, 4.49], [1.08, 7.71, 4.65], [1.79, 7.16, 3.14]], "mulliken_charge": [-0.31, -0.16, -0.07, -0.54, -0.48, 0.56, -0.47, 0.18, 0.84, 0.69, 0.46, -0.61, -1.16, -0.83, 0.66, -0.89, -1.10, -0.52, 1.82, 0.04, -1.25, 0.48, 0.55, 0.32, 0.53, 0.44, 0.51, 0.54, 0.57, 0.43, 0.52, -0.76, 0.34, -0.73, -0.46, 0.85, -0.48, -0.36, 0.05, -1.07, -0.58, -1.07, -0.39, 0.86, 0.36, 0.31, 0.30, 0.51, 0.62, 0.66, 0.47, 0.51, 0.41, -0.85, -0.45, 0.86, -0.59, -0.54, 0.20, -0.78, -0.61, 0.40, -0.80, 0.88, 0.00, -0.07, 0.73, -0.96, -1.82, -0.48, 1.08, -0.72, -0.02, 0.76, -0.40, -1.12, -0.61, 0.35, 0.25, 0.35, 0.35, 0.45, 0.44, 0.22, 0.44, 0.22, 0.54, 0.66, 0.81, 0.38, 0.57, 0.65, -1.12, -0.58, 0.01, 0.12, -0.37, -0.15, -0.10, -1.48, 0.37, 0.29, 0.33, 0.38, 0.33, 0.21, 0.27, 0.15, 0.28, 0.35, 0.41, 0.39], "e_tot_ev": -108526.5530, "relative_energy_kj_mol": 0.0, "charge": 3, "homo_lumo_gap_ev": 5.077, "e_homo_ha": -0.481}

Entry 3:
{"formula": "C8H16O", "method": "ωB97M-V/def2-TZVPD", "elements": ["C", "C", "C", "C", "C", "C", "C", "C", "O", "H", "H", "H", "H", "H", "H", "H", "H", "H", "H", "H", "H", "H", "H", "H", "H"], "coordinates": [[-0.04, 0.30, 0.50], [-0.68, -0.62, -0.50], [-0.22, -0.04, 1.98], [-0.25, 1.79, 0.28], [2.39, 0.73, -0.52], [-1.07, -1.99, -0.02], [-1.52, -0.06, -1.62], [1.42, -0.34, -0.03], [1.88, -1.36, 0.53], [0.59, -0.86, -1.11], [0.11, -1.05, 2.21], [-1.27, 0.07, 2.27], [0.38, 0.64, 2.59], [0.45, 2.37, 0.90], [-0.09, 2.12, -0.75], [-1.28, 2.08, 0.53], [2.91, 1.15, 0.35], [3.12, 0.26, -1.17], [1.95, 1.57, -1.06], [-1.43, -2.61, -0.84], [-1.87, -1.91, 0.72], [-0.22, -2.48, 0.46], [-1.74, -0.83, -2.37], [-2.48, 0.28, -1.22], [-1.05, 0.79, -2.11]], "mulliken_charge": [1.53, 0.95, -1.68, -2.09, -1.40, -1.61, -1.56, 0.83, -0.67, -0.01, 0.35, 0.38, 0.42, 0.45, 0.41, 0.40, 0.36, 0.42, 0.29, 0.44, 0.32, 0.34, 0.46, 0.36, 0.31], "e_tot_ev": -10600.5538, "relative_energy_kj_mol": 235.2, "homo_lumo_gap_ev": 9.029, "e_homo_ha": -0.305}